(1)
Density functional theory data (ωB97M-V/def2-TZVPD) for a molecular structure, C16H16N7O2S2Sm.

As for the spin multiplicity: 6. The HOMO energy (spin up / spin down) comes out at -0.2312 / -0.2350 hartree. The calculation puts the energy above the lowest of the compared OMol25 structures with the same formula, charge and spin at 0.0 kcal/mol. The HOMO-LUMO gap (spin up / spin down) comes out at 5.451 / 5.569 eV. As for the charge: 0. The expectation value of S² is 8.788.

Element x y z (Å)
C: 0.691 2.392 4.101
C: -5.367 -0.927 -3.309
C: -0.449 1.987 3.428
C: -2.758 -1.787 -3.605
C: -0.309 1.335 2.211
C: -3.083 -0.978 -2.512
H: 0.489 -2.356 -0.834
C: -1.992 -0.608 -1.584
N: -2.361 -0.003 -0.456
H: -1.727 -2.094 -3.714
C: -1.478 0.936 1.429
N: 2.320 -2.581 -0.037
C: -3.705 -2.172 -4.528
S: 0.884 3.188 -1.169
N: 0.898 1.066 1.671
H: 5.411 -2.656 -0.201
C: -4.416 -0.549 -2.357
H: -6.381 -0.576 -3.177
S: 3.661 -0.233 -0.534
H: -2.477 1.198 1.771
H: -5.772 -2.012 -5.095
H: -3.432 -2.800 -5.365
N: -1.284 0.324 0.321
H: -1.435 2.188 3.823
C: 1.984 1.467 2.322
C: 1.930 2.130 3.540
C: 3.474 -1.868 -0.230
C: -5.017 -1.729 -4.373
N: 1.072 -1.990 -0.085
Sm: 0.769 0.707 -0.918
H: 0.961 -5.055 -0.422
H: 0.596 -2.050 0.808
C: 2.649 -3.906 0.178
H: 0.611 2.914 5.045
H: 2.846 2.445 4.019
H: 2.932 1.261 1.842
H: 1.065 -4.759 1.316
O: -0.775 -0.862 -1.897
O: -4.842 0.211 -1.339
H: -4.080 0.330 -0.722
H: 2.170 -5.914 0.550
N: 3.930 -4.058 0.136
N: 4.421 -2.808 -0.112
C: 1.649 -4.969 0.420

=====

(2)
Density functional theory data (ωB97M-V/def2-TZVPD) for a single H4O2Si molecule.

The HOMO energy comes out at -0.3714 hartree. The calculation puts the energy above the lowest of the compared OMol25 structures with the same formula, charge and spin at 117.9 kcal/mol. The HOMO-LUMO gap comes out at 10.609 eV. As for the charge: 0.

Element x y z (Å)
Si: -0.603 -0.582 -0.265
H: -0.628 0.569 -1.180
O: 1.305 1.103 0.761
H: -1.881 -0.500 0.520
H: -0.293 -2.019 -0.204
O: 0.827 -0.184 0.497
H: 1.272 1.612 -0.128

=====

(3)
Density functional theory data (ωB97M-V/def2-TZVPD) for a molecular structure, C29H23N8O2S2SiTb.

As for the spin multiplicity: 7. The HOMO energy (spin up / spin down) comes out at -0.0922 / -0.0923 hartree. The calculation puts the energy above the lowest of the compared OMol25 structures with the same formula, charge and spin at 0.0 kcal/mol. The HOMO-LUMO gap (spin up / spin down) comes out at 5.856 / 5.872 eV. As for the charge: -2. The expectation value of S² is 12.604.

Element x y z (Å)
H: -2.327 4.657 -0.766
H: 1.608 2.100 -3.945
H: -3.469 -1.609 2.199
C: -0.300 -6.166 3.018
H: 3.908 -0.404 2.288
C: -0.986 -7.376 3.023
N: 4.532 3.414 0.060
C: 1.205 6.132 -1.912
Si: -1.826 -0.145 0.902
H: -3.068 6.225 -1.170
C: -2.565 -8.879 1.912
C: 3.633 0.190 1.430
H: -0.360 4.537 0.638
C: 4.246 1.392 1.176
C: 3.885 2.216 0.100
C: 2.289 0.477 -0.582
C: 2.720 2.254 -2.128
H: -1.967 2.193 1.994
N: -0.641 -8.992 4.969
S: -1.815 -4.344 -0.268
N: 1.365 -0.062 -1.405
H: 4.995 1.775 1.855
Tb: 0.019 -2.111 -0.107
N: -1.175 -2.345 -4.551
C: -1.493 -2.913 -5.650
O: -1.088 6.195 -1.431
C: -2.893 -0.720 2.444
H: 3.300 6.019 -2.322
C: -3.251 0.570 -0.244
H: 0.388 -5.937 3.819
C: -1.164 1.563 1.614
H: -2.248 -0.979 3.280
O: 2.016 -1.418 0.788
C: 0.424 4.860 -0.029
N: -1.820 -3.297 -6.691
N: -0.018 -2.553 -2.448
C: -2.053 -6.712 0.957
C: 1.793 1.682 -2.966
H: 0.348 0.084 -3.176
C: -0.571 -2.556 -3.485
C: 0.155 5.708 -1.097
C: -1.404 -5.479 0.972
H: -3.591 0.042 2.789
C: -2.205 5.744 -0.707
C: 2.488 5.693 -1.688
N: -3.140 -9.877 1.868
H: -0.461 1.402 2.427
H: 1.910 3.738 1.012
C: -0.804 -8.274 4.081
C: -0.474 -5.211 2.020
N: 4.085 4.495 -0.389
C: 1.709 4.397 0.180
H: -2.833 1.140 -1.071
C: 1.102 0.544 -2.546
H: -0.640 2.122 0.842
H: -3.931 1.226 0.296
C: -1.870 -7.664 1.955
C: 2.946 1.704 -0.854
H: -3.842 -0.235 -0.674
S: 0.453 -3.756 2.151
H: 0.981 6.818 -2.715
H: -2.732 -6.915 0.142
C: 2.762 4.784 -0.656
C: 2.618 -0.314 0.590
H: -2.151 6.045 0.345
H: 3.294 3.106 -2.460

=====

(4)
Density functional theory data (ωB97M-V/def2-TZVPD) for a single CF2OS molecule.

The HOMO energy (spin up / spin down) comes out at -0.3415 / -0.3415 hartree. The calculation puts the energy above the lowest of the compared OMol25 structures with the same formula, charge and spin at 34.4 kcal/mol. The HOMO-LUMO gap (spin up / spin down) comes out at 8.738 / 8.736 eV. As for the charge: 0.

Element x y z (Å)
O: 1.953 0.528 0.099
C: -0.547 -0.056 -0.074
F: -1.442 -0.991 0.070
S: 1.091 -0.657 -0.079
F: -1.056 1.176 -0.015